Entry P
Formula: C41H121N7O16
Source: the Open Molecules 2025 dataset
Level of theory: ωB97M-V/def2-TZVPD

Orbital gap   8.8 eV

Geometry as XYZ:
```
185
Properties=species:S:1:pos:R:3:mulliken_charge:R:1
O -2.223 -3.513 -6.371 -0.443
O 3.629 3.202 -2.499 -0.679
O -0.145 -6.664 -1.434 -0.276
O -4.515 2.808 3.125 -0.633
O 1.111 -1.373 2.714 0.841
O 5.980 2.065 -6.638 -0.322
O -4.896 1.042 -5.147 -0.566
O 4.745 1.896 3.430 -0.194
O -0.269 2.938 -4.686 -0.463
O -1.323 -1.342 -1.889 0.264
O 4.639 -0.958 -2.119 -0.491
O -2.690 -0.154 5.498 -0.524
O -0.469 3.918 1.109 -0.325
O 1.066 1.784 7.554 -0.209
O 0.136 -0.445 0.196 0.714
O -7.917 1.861 -0.459 -0.343
N 0.270 -1.052 5.400 -0.607
N -6.483 1.102 1.820 -0.565
N 1.200 -4.660 1.409 -0.577
N -1.086 -0.376 -4.620 -0.438
N -4.180 -2.562 4.824 -0.687
N 4.999 1.319 -3.905 -0.448
N 7.537 -0.260 2.661 -0.795
C 5.804 0.911 3.624 -0.717
C 6.507 0.607 2.250 0.532
C 2.821 -2.488 3.774 -1.839
C 5.597 -0.111 1.267 -0.916
C -5.877 1.057 0.495 0.205
C 4.145 2.290 4.696 -0.466
C 4.658 2.207 -6.243 -0.997
C -2.229 -2.449 -5.433 -0.325
C 0.845 4.635 3.048 -1.323
C -3.215 2.899 2.511 -0.039
C 3.663 -1.869 -1.770 -0.793
C 4.329 1.135 -5.173 0.391
C 0.539 0.512 7.281 -1.102
C 6.435 3.030 -7.568 -0.769
C 0.957 -3.966 -0.778 -0.898
C 0.902 0.159 5.828 0.641
C 0.408 -4.935 0.230 1.127
C -0.386 0.811 0.594 1.447
C -2.983 1.180 5.811 -0.562
C -4.751 0.023 0.437 -0.041
C -0.945 -1.566 -5.505 0.316
C -6.912 0.863 -0.630 -0.585
C -2.937 -2.755 2.769 -1.016
C 0.130 3.777 -3.619 -0.146
C 0.868 4.063 1.612 0.205
C 0.369 -2.272 -5.015 -1.149
C -0.558 3.380 -2.314 -0.427
C -8.991 1.953 -1.402 -0.736
C 3.028 2.529 -1.445 0.073
C 2.811 1.057 -4.778 -0.523
C 0.550 1.214 4.788 -0.587
C -2.312 -2.340 -1.556 -0.883
C -4.376 0.669 -3.905 0.315
C 0.782 2.275 8.852 -0.875
C 2.410 -1.871 2.463 1.119
C -2.325 -3.032 -7.699 -0.694
C -3.724 1.898 -3.230 -0.854
C -3.000 -2.101 4.132 0.391
C -2.907 -0.554 4.119 0.365
C 0.120 -7.939 -1.936 -0.846
C 0.617 -6.394 -0.261 -1.147
H -8.607 2.294 -2.364 0.256
H 1.084 -8.038 -2.435 0.327
H 5.471 -1.411 -1.965 0.248
H -0.098 0.941 1.637 -0.858
H 6.494 1.247 4.399 0.445
H -2.494 2.151 2.839 -0.130
H 5.998 1.276 -4.051 0.258
H 6.928 1.522 1.834 0.336
H 0.196 -2.699 -4.027 0.085
H -3.138 -2.307 -7.743 0.303
H 5.290 0.022 3.991 0.096
H 2.180 0.832 -5.638 0.494
H 4.689 0.648 -3.216 0.105
H 4.616 0.342 1.417 -0.120
H 2.265 -2.541 1.616 0.012
H 1.188 3.578 -3.452 0.046
H -2.481 -2.520 -0.495 0.053
H 0.348 3.104 -5.402 0.279
H 3.907 1.433 5.326 0.343
H -0.213 2.028 9.221 0.328
H -4.282 -0.057 -0.543 -0.294
H -0.924 -1.151 -6.513 0.725
H -2.224 -2.885 -4.434 -0.152
H 0.011 -8.731 -1.195 0.327
H -1.828 0.164 -5.043 0.250
H -3.296 1.729 -2.241 0.093
H 0.973 -0.234 7.947 0.453
H 0.703 -3.005 -5.749 0.466
H -2.053 -3.320 -1.956 0.349
H 0.040 1.626 0.009 -0.578
H -1.616 3.642 -2.333 0.509
H 4.014 2.089 -7.115 0.404
H -0.666 -0.686 5.308 0.040
H -9.766 2.627 -1.036 0.235
H 2.687 -1.401 -1.643 0.086
H 1.418 3.123 1.570 -0.008
H 6.299 4.048 -7.203 0.310
H 4.869 2.932 5.198 0.421
H 0.922 -5.316 2.125 0.316
H 7.481 2.782 -7.750 0.243
H 2.875 3.108 -0.534 0.139
H -6.734 0.153 2.058 0.278
H -5.198 0.309 -3.286 0.387
H -2.129 -2.315 2.184 -0.035
H -2.724 1.368 6.853 0.352
H 4.134 2.611 -3.063 0.412
H -3.309 -2.077 -1.908 0.437
H 0.947 -0.932 1.877 -0.440
H -5.729 0.601 -5.331 0.352
H -0.931 4.759 1.085 0.236
H -3.827 -0.091 3.760 0.483
H 0.462 -1.233 4.425 0.396
H 2.574 0.367 -3.968 -0.013
H 1.435 1.761 9.557 0.324
H -1.436 -2.523 -8.073 0.267
H -4.129 -2.408 5.821 0.320
H 1.152 -1.515 -5.053 0.122
H -0.631 -4.749 0.502 0.125
H 3.073 -1.056 2.170 -0.523
H -2.914 2.254 -3.867 0.280
H 0.317 5.588 3.085 0.443
H -3.306 2.856 1.426 0.145
H 3.552 -3.294 3.709 0.392
H -0.067 3.967 -1.538 0.210
H -2.104 -2.461 4.638 0.196
H -2.787 -3.833 2.709 0.394
H 4.489 3.251 -5.980 0.416
H -6.361 1.025 -1.557 -0.022
H 3.985 -2.357 -0.850 0.468
H -7.358 1.605 1.775 0.248
H 1.658 -6.706 -0.353 0.410
H 3.601 1.679 -1.074 -0.036
H 5.906 2.926 -8.515 0.310
H 5.805 0.000 0.203 0.367
H -1.472 0.797 0.498 -0.140
H -4.021 0.210 1.224 -0.155
H -3.130 -1.850 -5.568 0.462
H 1.051 2.155 5.019 0.579
H -0.625 -8.113 -2.713 0.242
H -4.041 1.444 5.798 0.311
H -2.525 -3.868 -8.369 0.283
H 1.965 -0.080 5.823 0.093
H 2.055 -3.018 4.339 0.365
H 3.203 -1.688 4.409 0.271
H -0.381 -0.754 -0.552 -0.655
H 0.236 -7.079 0.496 0.496
H -7.382 -0.120 -0.661 0.530
H 0.248 4.023 3.723 0.172
H 0.022 4.842 -3.828 0.332
H 1.386 4.797 0.995 0.391
H -0.519 1.426 4.787 -0.292
H 1.024 3.338 8.871 0.230
H 0.711 -4.131 -1.827 0.464
H -2.747 3.827 2.840 0.335
H -1.300 -1.039 -2.800 -0.235
H -2.047 -0.270 3.514 -0.333
H -4.385 2.762 -3.159 0.507
H 2.480 2.019 -4.387 -0.009
H -3.796 -2.472 2.161 0.189
H 0.954 0.962 3.808 0.273
H -5.024 -2.154 4.446 0.262
H 3.203 2.779 4.446 -0.181
H -5.339 2.003 0.430 0.077
H 2.042 -3.868 -0.795 0.439
H 7.133 -0.939 3.290 0.270
H 0.960 -3.728 1.716 -0.183
H 2.092 2.061 -1.748 -0.062
H -5.067 -1.008 0.595 0.488
H 3.556 -2.628 -2.545 0.431
H 7.854 -0.775 1.853 0.282
H 0.546 -2.981 -0.557 -0.400
H -0.252 0.190 -4.672 -0.338
H 1.847 4.794 3.447 0.373
H -2.489 1.856 5.113 -0.018
H 5.506 -1.168 1.514 0.343
H -9.371 0.936 -1.496 0.315
H -0.395 2.324 -2.099 -0.247
H -0.544 0.485 7.405 0.212
H 4.722 0.207 -5.587 0.314
H -4.950 2.062 2.707 0.313
H -3.662 -0.151 -3.975 -0.441
```



Entry Q
Formula: C41H121N7O16
Source: the Open Molecules 2025 dataset
Level of theory: ωB97M-V/def2-TZVPD

Orbital gap   8.9 eV

Geometry as XYZ:
```
185
Properties=species:S:1:pos:R:3:mulliken_charge:R:1
O -2.428 -16.524 28.792 -0.251
O -3.747 -14.136 23.478 -0.427
O -0.407 -11.654 22.023 -0.594
O 4.046 -8.171 25.053 -0.334
O 0.384 -21.081 18.741 -0.352
O 3.217 -16.167 26.148 1.164
O 3.702 -17.578 28.564 0.066
O 4.083 -18.929 21.091 -0.712
O 6.871 -13.771 30.079 -0.468
O 7.184 -21.174 25.942 -0.187
O 9.979 -18.063 29.377 -0.242
O 7.342 -15.552 24.265 -0.171
O 1.834 -15.474 20.712 -0.578
O 1.382 -14.585 25.145 -0.082
O 7.650 -11.528 26.597 -0.646
O 1.519 -20.408 24.181 -0.330
N -0.184 -14.751 22.751 -0.422
N 5.279 -9.922 26.753 -0.625
N 6.613 -16.895 30.311 -0.598
N 5.132 -24.234 26.366 -0.671
N 0.763 -17.573 30.118 -0.670
N 4.221 -13.219 31.243 -0.835
N 1.503 -20.701 21.215 -0.454
C 0.326 -21.096 17.358 -0.746
C 6.691 -22.378 26.565 -0.834
C -1.585 -15.134 22.921 0.840
C 4.545 -14.127 30.127 0.268
C 0.479 -19.788 19.298 -1.106
C 5.590 -23.047 25.674 0.398
C 3.370 -14.244 29.154 -0.130
C 4.309 -18.827 28.205 1.194
C 0.681 -14.185 26.296 -0.323
C 5.725 -13.610 29.315 0.245
C 4.181 -10.382 25.879 0.613
C 8.968 -17.429 30.162 -1.086
C 8.327 -20.787 26.717 -0.666
C 9.063 -17.266 24.163 -1.039
C 7.832 -17.075 28.028 -0.723
C 4.285 -18.344 22.366 0.277
C 0.406 -11.432 23.139 -0.354
C -1.555 -17.350 29.550 -0.919
C 0.321 -19.901 20.764 0.354
C 0.395 -18.541 21.360 0.357
C 0.030 -17.779 27.800 -1.020
C 3.308 -7.098 24.693 -0.771
C 1.837 -11.630 22.791 -0.070
C 8.073 -13.320 29.497 -0.414
C 3.418 -11.419 26.608 -0.385
C 7.634 -16.876 23.889 -0.103
C 3.421 -19.940 28.682 -1.559
C 7.403 -12.697 25.823 -0.484
C 4.552 -22.012 25.325 -0.813
C 3.276 -15.580 20.584 -0.211
C 4.473 -15.650 25.708 1.212
C -0.185 -17.051 29.108 1.141
C -3.792 -16.860 28.894 -0.755
C -1.669 -16.373 23.817 -1.008
C 3.266 -9.241 25.523 -0.408
C -2.347 -13.923 23.442 -0.276
C 11.258 -17.741 29.876 -0.826
C 7.611 -17.576 29.471 0.433
C 2.011 -19.368 25.097 0.393
C -4.345 -13.731 22.212 -0.620
C 4.030 -14.954 21.759 -0.862
H 6.305 -22.093 27.524 0.293
H 0.280 -13.177 26.140 0.405
H 3.586 -16.646 20.518 0.292
H 3.138 -10.942 27.547 0.606
H 8.318 -13.903 28.611 -0.067
H 4.689 -10.753 25.009 0.359
H 3.076 -19.816 29.718 0.415
H -0.636 -20.359 20.998 0.395
H 2.134 -18.489 24.470 -0.480
H 3.927 -21.623 26.115 -0.019
H 5.073 -21.160 24.863 0.221
H -0.828 -17.531 27.160 0.186
H -0.195 -15.952 28.915 0.034
H 0.297 -10.402 23.511 0.659
H -0.031 -13.835 22.316 0.386
H 2.544 -15.590 25.707 -0.368
H 0.037 -18.828 28.034 0.525
H 5.597 -12.554 29.015 0.324
H 8.045 -20.285 27.643 0.195
H 1.678 -17.505 29.743 0.006
H 7.548 -23.067 26.730 0.371
H 3.940 -6.232 24.447 0.269
H -4.038 -12.712 21.936 0.254
H 3.513 -15.075 19.629 0.410
H 1.415 -20.900 22.197 0.109
H 9.156 -17.271 25.254 0.078
H 5.904 -14.165 28.379 -0.238
H 4.781 -15.057 30.579 0.064
H 11.987 -18.433 29.539 0.251
H 3.165 -13.344 28.568 -0.099
H 4.458 -19.107 23.125 0.148
H 0.321 -18.533 22.456 -0.280
H 0.189 -22.129 17.014 0.247
H 4.775 -24.984 25.771 0.249
H 2.590 -7.299 23.854 0.251
H -1.170 -17.203 23.274 -0.095
H 5.076 -15.203 21.668 0.341
H 1.217 -21.159 24.670 0.219
H 3.903 -20.931 28.710 0.368
H 2.649 -8.898 26.394 0.379
H 7.476 -17.087 22.827 0.300
H 6.023 -23.329 24.677 0.365
H 4.480 -14.567 25.569 0.096
H 5.645 -16.980 30.064 0.237
H 0.169 -12.114 23.928 0.056
H 2.609 -6.750 25.467 0.324
H -2.143 -13.031 22.826 0.359
H -2.668 -16.613 24.155 0.516
H 1.480 -19.404 19.126 0.318
H 3.199 -19.406 21.109 0.338
H 3.938 -13.896 21.839 0.511
H -5.403 -13.686 22.430 0.305
H 6.533 -13.215 26.253 0.052
H 4.504 -24.043 27.129 0.218
H 7.207 -12.481 24.745 0.353
H -1.036 -16.276 24.692 -0.026
H 0.733 -14.627 24.335 -0.060
H 8.991 -17.866 31.182 0.450
H -0.536 -20.480 16.982 0.289
H 0.373 -15.335 22.126 -0.308
H -0.252 -19.113 18.832 0.538
H 3.897 -12.395 26.729 -0.504
H 9.365 -18.295 23.855 0.345
H -1.720 -17.188 30.633 0.418
H 7.805 -14.921 23.665 0.212
H 6.805 -15.915 30.378 0.219
H 2.993 -19.632 25.498 -0.563
H 2.459 -11.361 23.658 -0.211
H 4.938 -9.693 27.673 0.238
H -2.162 -15.304 21.986 0.251
H 9.761 -16.547 23.691 0.369
H 3.395 -17.750 22.636 -0.301
H 1.312 -18.038 21.051 -0.653
H 8.715 -17.638 27.660 0.602
H 1.286 -19.141 25.864 0.623
H 11.527 -16.733 29.490 0.297
H 2.525 -11.742 26.055 -0.164
H 6.777 -11.081 26.730 0.449
H 3.901 -22.379 24.532 0.308
H 9.017 -20.199 26.115 0.179
H 6.970 -17.054 27.402 -0.100
H 0.941 -17.557 27.234 -0.235
H 7.895 -12.267 29.217 0.319
H 11.287 -17.741 30.967 0.305
H 7.019 -17.528 24.474 0.205
H 4.376 -18.913 27.132 -0.126
H 2.103 -10.996 21.929 0.462
H 5.304 -18.970 28.595 -0.451
H 8.963 -21.650 26.960 0.409
H -4.115 -14.474 21.416 0.253
H -3.889 -17.948 28.674 0.314
H 8.852 -13.527 30.206 0.263
H 9.161 -16.356 30.192 0.310
H -1.825 -18.378 29.270 0.358
H 1.368 -14.256 27.133 -0.347
H -1.021 -10.912 21.942 0.320
H -4.358 -16.247 28.201 0.232
H 2.566 -9.475 24.696 -0.062
H 5.114 -17.614 22.277 0.068
H -0.142 -14.898 26.476 0.163
H -2.029 -13.712 24.485 -0.124
H 4.183 -12.250 30.904 0.308
H 1.513 -21.580 20.721 0.255
H 4.817 -16.107 24.761 -0.477
H -0.355 -17.900 20.879 0.526
H 3.555 -15.128 28.523 -0.293
H 1.250 -20.743 16.895 0.310
H 5.272 -15.841 26.450 -0.800
H 2.444 -14.330 29.734 0.503
H 8.241 -16.057 28.072 0.304
H 3.625 -16.979 27.791 -0.421
H 8.303 -13.318 25.822 0.289
H 2.016 -12.702 22.568 -0.361
H -4.215 -16.764 29.937 0.272
H 7.350 -18.668 29.490 0.138
H 3.588 -15.395 22.677 -0.164
H 0.769 -17.104 31.027 0.322
H 4.961 -13.181 31.912 0.289
H 1.491 -15.973 19.968 0.209
H 2.475 -19.955 28.156 0.197
H 5.750 -9.108 26.414 0.254
```



Least stable = entry P



Entry P
Formula: ClH2O2PS
Source: the Open Molecules 2025 dataset
Level of theory: ωB97M-V/def2-TZVPD

Orbital gap   9.1 eV

Geometry as XYZ:
```
7
Properties=species:S:1:pos:R:3:mulliken_charge:R:1
Cl 1.719 1.803 0.769 -0.517
S -2.400 0.823 0.142 -0.203
P -0.751 -0.149 -0.041 0.790
O -0.382 -0.851 -1.454 -0.414
O 0.247 -0.632 0.897 -0.410
H 0.432 -1.308 -1.256 0.396
H 1.134 0.314 0.943 0.357
```



Entry Q
Formula: ClH2O2PS
Source: the Open Molecules 2025 dataset
Level of theory: ωB97M-V/def2-TZVPD

Orbital gap   10.2 eV
Structure (SMILES)   OP(O)(=S)Cl

Geometry as XYZ:
```
7
Properties=species:S:1:pos:R:3:mulliken_charge:R:1
Cl 1.119 1.838 0.435 -0.113
S 1.891 -1.416 0.505 -0.293
P 0.691 -0.011 0.032 0.825
O 0.031 -0.054 -1.378 -0.444
O -1.096 0.161 0.880 -0.676
H -0.979 0.121 -1.294 0.403
H -1.657 -0.638 0.819 0.298
```



Least stable = entry P



Entry P
Formula: C5H7Br
Source: the Open Molecules 2025 dataset
Level of theory: ωB97M-V/def2-TZVPD

Orbital gap   9.7 eV
Structure (SMILES)   C=C/C(Br)=C/C

Geometry as XYZ:
```
13
Properties=species:S:1:pos:R:3:mulliken_charge:R:1
Br -2.427 -0.115 -0.021 -0.271
C 0.279 -0.778 0.087 0.041
C 0.841 2.163 -0.221 -0.698
C -0.137 -2.174 0.007 -1.157
C -0.268 1.705 0.309 -0.247
C -0.548 0.265 0.195 0.402
H 0.232 -2.797 0.742 0.323
H 0.385 -2.727 -0.826 0.267
H 1.397 -0.448 0.226 0.241
H -1.057 2.404 0.728 0.281
H -1.167 -2.157 -0.195 0.329
H 1.045 3.227 -0.098 0.271
H 1.427 1.432 -0.934 0.218
```



Entry Q
Formula: C5H7Br
Source: the Open Molecules 2025 dataset
Level of theory: ωB97M-V/def2-TZVPD

Orbital gap   9.9 eV
Structure (SMILES)   CC1=C[C@@H](Br)C1

Geometry as XYZ:
```
13
Properties=species:S:1:pos:R:3:mulliken_charge:R:1
Br 0.647 3.159 0.457 -0.140
C -1.088 -1.501 -0.365 -1.140
C 0.241 0.416 -1.138 -0.615
C -0.178 -0.330 -0.141 0.482
C 1.091 1.385 0.248 -0.197
C 0.311 0.308 1.093 -0.551
H -1.228 -1.694 -1.441 0.302
H -0.544 0.736 1.565 0.292
H -0.667 -2.517 -0.011 0.263
H 1.001 -0.316 1.771 0.227
H -1.980 -1.443 0.149 0.317
H 0.269 0.601 -2.193 0.375
H 2.126 1.197 0.005 0.384
```



Least stable = entry Q